# 1
DFT (ωB97M-V/def2-TZVPD) results for C24H68N3O23P2S4Zr as an isolated structure.

```
125
Properties=species:S:1:pos:R:3
Zr -23.0253 18.7077 15.9499
C -25.7689 16.3014 23.1544
C -25.0608 17.5208 22.4017
C -24.9049 18.7535 23.4224
O -24.4982 19.8944 22.7350
C -24.7270 21.1182 23.4305
N -23.6872 17.0662 21.8926
H -23.2982 17.6253 21.1468
H -22.9318 17.0843 22.5628
H -23.7759 16.1528 21.4706
H -25.8667 15.4926 22.4302
H -26.6938 16.4457 23.7128
H -25.1922 15.8654 23.9701
H -25.6925 17.7595 21.5460
H -24.2460 18.4694 24.2429
H -25.9382 19.0004 23.6663
H -25.7677 21.3895 23.2534
H -24.2396 21.9671 22.9511
H -24.4491 21.2339 24.4781
C -19.7003 15.6753 18.4334
C -20.1737 15.3655 19.8817
C -19.1208 14.3914 20.4508
O -17.8774 14.9945 20.4032
C -16.8114 14.1511 20.0847
N -20.1890 16.7037 20.5886
H -19.3056 17.1931 20.6020
H -20.8815 17.2997 20.1580
H -20.4870 16.5187 21.5358
H -20.0048 14.8326 17.8127
H -18.6446 15.8027 18.1943
H -20.2130 16.4812 17.9083
H -21.2151 15.0460 19.8428
H -19.3984 13.5632 19.7988
H -19.4164 14.1782 21.4781
H -16.8344 13.6010 19.1441
H -16.5569 13.5025 20.9230
H -15.9823 14.8325 19.8939
C -21.0020 21.7052 19.2861
C -20.7124 21.6435 20.7659
C -20.7577 22.9659 21.5269
O -22.1198 23.4051 21.6736
C -22.3525 24.2570 22.8584
N -21.6597 20.6619 21.4333
H -21.1823 20.1657 22.1721
H -22.5398 21.0753 21.7066
H -21.8836 19.9362 20.7675
H -20.3137 22.3883 18.7884
H -22.0133 21.9987 19.0047
H -20.9249 20.7365 18.7924
H -19.7498 21.1704 20.9599
H -20.2308 23.7245 20.9482
H -20.3616 22.7189 22.5119
H -21.7333 25.1523 22.8035
H -22.1280 23.8337 23.8374
H -23.3583 24.6661 22.7634
P -22.9995 20.1623 13.8554
O -23.5926 18.7661 13.9518
O -23.4328 21.3620 13.0291
O -21.8770 20.0355 14.8552
O -23.8896 20.4444 15.0962
P -22.4824 18.4994 18.4663
O -23.1734 17.4116 17.5749
O -22.3203 18.5476 20.0191
O -23.3281 19.5764 17.7848
O -21.5357 18.7793 17.3009
O -26.7586 19.9930 14.5512
S -26.5686 18.7582 15.2822
O -25.3281 18.5101 16.0488
O -27.8134 18.5026 16.3632
C -29.1351 18.6359 15.8151
C -30.2969 18.7448 16.8660
C -26.7663 17.4870 14.1171
H -29.3673 17.7106 15.2879
H -29.2336 19.4471 15.0937
H -30.1065 18.0082 17.6466
H -31.2134 18.4314 16.3663
H -30.2800 19.8054 17.1169
H -27.6446 17.6750 13.4995
H -27.0486 16.5674 14.6297
H -25.8590 17.4345 13.5155
O -26.0976 21.9668 16.2269
S -26.6692 22.2993 17.5435
O -27.2524 23.6405 17.9190
O -27.6763 21.0162 17.9442
C -28.3846 21.1543 19.1581
C -28.0710 19.9373 20.0929
C -25.4158 21.9789 18.8621
H -29.4228 21.1735 18.8266
H -28.2705 22.0815 19.7196
H -27.0043 19.8483 20.2987
H -28.3828 19.0320 19.5721
H -28.5633 20.0008 21.0633
H -25.8792 21.7695 19.8262
H -24.6849 22.7853 18.8029
H -24.9488 21.0942 18.4292
O -20.2247 17.2937 13.0645
S -20.2408 17.2701 14.5147
O -21.5065 17.2224 15.2475
O -19.2599 15.9632 14.9822
C -18.2195 15.4974 14.0792
C -17.6939 14.1192 14.4697
C -19.0725 18.6080 15.1407
H -17.3980 16.2137 14.0706
H -18.5775 15.5700 13.0522
H -17.2014 14.2679 15.4307
H -16.8387 13.7900 13.8796
H -18.3581 13.2568 14.5267
H -19.0642 19.5222 14.5471
H -18.0412 18.2892 15.2924
H -19.4070 18.8729 16.1436
O -24.0386 16.3512 15.3578
S -23.8191 14.8893 15.2746
O -24.9929 14.0562 14.9411
O -22.4620 14.5711 14.3376
C -22.0312 13.2320 14.1510
C -21.1113 13.1521 12.9352
C -23.1037 14.1138 16.8340
H -22.9341 12.6741 13.9026
H -21.5628 12.9238 15.0858
H -20.4766 14.0345 12.8541
H -21.6477 13.1962 11.9874
H -20.5387 12.2268 12.8711
H -22.1119 14.5380 16.9908
H -23.1256 13.0318 16.7042
H -23.7464 14.4088 17.6634
```

Charge: +2
LUMO (alpha / beta): -0.23362 / -0.23362 Ha
Kohn-Sham gap (alpha / beta): 6.23 / 6.01 eV
DFT total energy: -5171.95791 hartree
Largest force on an atom: 10.2 eV Å⁻¹
Multiplicity: 2

Atom charges from the Mulliken analysis, given in e for atoms 1 to 8: atom 1 (Zr): 0.91, atom 2 (C): -1.47, atom 3 (C): 0.25, atom 4 (C): -0.93, atom 5 (O): -0.01, atom 6 (C): -0.82, atom 7 (N): 0.20, atom 8 (H): -0.12



# 2
DFT (ωB97M-V/def2-TZVPD) results for a 7-piece molecular cluster, C24H68N6O7 overall.

```
105
Properties=species:S:1:pos:R:3
C 4.8142 0.5636 -2.2568
C 3.3502 0.6136 -2.0688
C 2.6652 0.3356 -3.3498
O 2.8612 1.4006 -4.3038
C 2.5092 1.1006 -5.6318
N 2.9222 -0.0874 -1.0288
H 3.2932 0.1886 0.0052
H 1.9002 0.0456 -0.7528
H 3.2462 -0.9724 -1.0268
H 5.3792 0.9536 -1.4588
H 5.1802 1.2366 -3.2258
H 5.1712 -0.5164 -2.2208
H 3.3102 1.6976 -1.8438
H 1.7622 0.2356 -3.1498
H 3.1072 -0.5934 -3.8978
H 2.9932 0.0986 -5.7998
H 2.8632 1.7246 -6.2938
H 1.4042 0.8656 -5.7528
O 0.3772 -0.1964 -0.4468
H -0.4948 -0.4854 -0.0898
C -4.9658 0.7296 2.7512
C -3.7278 1.4476 2.7602
C -2.4218 0.5556 2.3312
O -2.2838 -0.4864 3.2892
C -1.1138 -1.2254 3.2732
N -3.8698 2.7156 1.7712
H -5.0338 0.0676 3.5742
H -5.4278 0.3916 1.9692
H -5.6118 1.3796 3.5142
H -3.5358 1.9226 3.6922
H -1.5458 0.9586 2.2272
H -2.5448 0.2336 1.3472
H -1.2358 -2.1104 3.9112
H -0.2868 -0.4504 3.5542
H -0.7098 -1.6194 2.4692
H -3.5828 2.3236 0.9012
H -2.9068 3.2956 1.8812
C -1.4518 4.5946 -1.2288
C -1.1198 3.1016 -0.9338
C -2.1058 1.9866 -1.5958
O -3.4908 2.1516 -1.1628
C -4.2698 1.0546 -1.4318
N 0.2082 2.6726 -1.3448
H -0.5908 5.2926 -0.9618
H -2.4738 4.8856 -0.8838
H -1.5268 4.6846 -2.3228
H -0.9728 2.9266 0.0942
H -1.6538 0.9316 -1.2668
H -2.0098 2.2036 -2.5958
H -5.1108 1.3566 -1.4008
H -3.8548 0.1216 -0.8688
H -4.3868 0.9616 -2.4398
H 0.7342 3.0966 -0.7608
H 0.6032 1.6656 -0.9708
C 0.7512 -5.0794 0.7032
C 0.9772 -3.5374 1.0542
C 2.1182 -3.2764 2.0622
O 1.9192 -3.9544 3.2922
C 3.1442 -4.1754 3.9162
N 1.1332 -2.8064 -0.2008
H 0.4692 -5.7044 1.7192
H 1.6802 -5.3224 0.2832
H -0.1058 -5.3584 0.1472
H 0.0122 -3.2394 1.3302
H 2.1342 -2.2194 2.1922
H 3.1232 -3.4884 1.4732
H 3.6942 -4.7334 3.2542
H 3.2342 -4.7214 4.7952
H 3.6142 -3.1594 4.1082
H 0.9502 -1.8564 -0.1588
H 0.2582 -3.1014 -0.7958
C -1.8648 -2.8244 -4.1128
C -1.7488 -1.9014 -2.9208
C -1.8518 -2.7264 -1.6218
O -3.2458 -3.2464 -1.4728
C -3.5208 -3.7954 -0.2238
N -0.3748 -1.3554 -3.0128
H -2.9728 -3.3794 -4.2028
H -0.9718 -3.5724 -4.1858
H -1.8328 -2.2084 -5.0028
H -2.4298 -1.1204 -2.9188
H -1.6298 -1.9404 -0.9988
H -1.2678 -3.5544 -1.5338
H -2.7668 -4.6564 -0.3308
H -4.5898 -4.0704 -0.0978
H -3.2148 -2.9064 0.3992
H 0.0322 -1.0594 -2.0968
H -0.6058 -0.5634 -3.6198
C 1.6182 1.8456 3.9232
C 1.4702 1.9416 2.4792
C 2.3282 3.0106 1.7902
O 1.5872 4.2406 2.0792
C 2.1022 5.4386 1.7622
N 1.7932 0.6536 1.8522
H 0.8632 1.2206 4.2892
H 1.4202 2.7716 4.4722
H 2.6802 1.3716 4.1722
H 0.4292 2.1856 2.2472
H 2.3182 3.0156 0.5982
H 3.1192 3.3266 2.1322
H 2.9042 5.3096 1.1072
H 2.5912 5.5946 2.5802
H 1.3652 6.1996 1.4232
H 1.4142 0.5176 0.8242
H 1.4092 -0.0594 2.4992
```

LUMO: 0.00786 Ha
Kohn-Sham gap: 8.97 eV
DFT total energy: -1809.69596 hartree
Largest force on an atom: 12.4 eV Å⁻¹
Multiplicity: 1

Atom charges from the Mulliken analysis, given in e for atoms 1 to 8: atom 1 (C): -1.55, atom 2 (C): 0.59, atom 3 (C): -0.17, atom 4 (O): -0.39, atom 5 (C): -0.72, atom 6 (N): 0.39, atom 7 (H): 0.56, atom 8 (H): -1.28